This record from the Open Molecules 2025 dataset describes C28H45BrN2P2Pd as an isolated structure. The level of theory is wB97M-V/def2-TZVPD.

Structure (XYZ):
```
79
Properties=species:S:1:pos:R:3:forces:R:3:lowdin_charge:R:1
N 4.16729 -7.35599 -0.28607 -2.199 3.616 0.565 0.32
C 2.88323 -7.47837 0.01092 -0.477 -1.768 -0.034 0.01
C 2.04922 -6.35791 0.17395 1.084 0.806 -0.294 0.06
C 2.58909 -5.04101 0.08539 0.574 -0.825 0.530 -0.13
C 3.97477 -4.96899 -0.17353 -0.450 -0.213 -0.005 0.05
C 4.71628 -6.14355 -0.39856 1.607 -0.493 -0.193 0.02
C 1.66520 -3.87072 0.18964 -0.199 -0.108 -0.026 0.04
Pd 0.02834 -0.15172 -0.30025 -1.515 2.288 1.817 0.74
P -1.90042 2.80919 -2.31722 0.080 -0.867 -0.424 1.15
C 1.83784 -2.55145 -0.12932 0.824 -0.278 -0.215 0.00
C 0.77793 -1.87587 -0.91139 -0.470 -1.514 1.345 -0.42
C 1.14041 -1.29956 -2.18268 -0.277 -0.997 -1.119 -0.04
C 0.27832 -1.55400 -3.28045 1.442 0.959 0.728 -0.02
C -1.02902 -2.06513 -3.04491 -1.272 0.319 0.527 -0.64
C -1.47899 -2.40782 -1.76142 1.430 0.410 2.346 -0.07
C -0.63875 -2.15092 -0.60763 -0.016 -2.779 -3.718 -0.13
Br -2.39956 -1.91991 -4.30410 0.799 -0.484 -0.207 1.02
H 0.65493 -4.18355 0.45545 -0.059 -0.080 -0.698 0.12
H 2.81373 -2.04601 -0.05621 -0.227 -0.488 -0.638 0.14
H 1.00283 -6.54210 0.34873 -0.124 -0.119 0.157 0.14
H 4.46895 -3.99493 -0.22584 0.130 -0.571 -0.155 0.14
H 2.47666 -8.49469 0.12708 0.154 0.382 -0.046 0.18
H 5.77815 -6.13377 -0.67434 -0.296 0.227 0.119 0.17
H 2.17857 -0.92482 -2.20781 -0.619 -0.323 -0.784 0.14
H -0.87744 -2.60047 0.34352 -0.240 0.242 0.191 0.12
H 0.57922 -1.38527 -4.32273 -0.006 0.218 0.531 0.14
H -2.41429 -2.92848 -1.60706 -0.284 0.432 -0.133 0.12
P 0.98047 1.11477 1.38285 1.631 2.748 1.441 0.94
C -2.56996 1.50372 -3.36219 -0.522 -0.144 0.037 -0.39
C -2.81691 2.12270 -4.75958 0.067 0.059 -0.198 -0.11
H -3.49677 1.09426 -2.91709 0.258 0.458 -0.152 0.11
H -1.86127 0.65994 -3.34792 0.026 0.345 -0.215 0.02
H -3.39856 1.44751 -5.39746 0.173 0.142 0.166 0.09
H -3.37855 3.06625 -4.65483 0.096 -0.436 -0.123 0.09
H -1.87296 2.36117 -5.27523 -0.297 -0.142 0.176 0.09
C -0.16658 3.08760 -2.68803 0.750 0.091 -0.081 -0.36
C -0.02386 4.49685 -3.31352 0.011 0.331 -0.188 -0.11
H 0.19857 2.28706 -3.36168 -0.406 0.387 0.070 0.10
H 0.44337 2.99334 -1.77882 -0.351 0.175 -0.319 0.04
H 0.97632 4.65698 -3.73440 -0.244 -0.150 0.147 0.10
H -0.76021 4.63300 -4.11935 0.311 -0.014 0.156 0.08
H -0.20722 5.28748 -2.57030 0.059 -0.305 -0.181 0.09
C -2.48327 2.81700 -0.63242 0.299 0.002 0.513 -0.36
C -3.48648 3.99252 -0.60524 -0.274 0.389 0.037 -0.11
H -1.63724 2.95931 0.05672 -0.173 0.201 -0.210 0.06
H -2.91351 1.84339 -0.38658 -0.190 0.060 -0.040 0.08
H -3.55227 4.46482 0.37652 0.031 -0.150 -0.069 0.10
H -3.15592 4.75571 -1.32598 -0.221 0.055 0.378 0.07
H -4.49253 3.68565 -0.90875 0.221 -0.046 0.050 0.10
C -0.02655 2.29344 2.42143 -1.304 -0.584 -0.423 -0.38
C 0.49947 2.67088 3.79120 0.283 0.065 0.444 -0.10
H -1.01803 1.84624 2.49066 0.073 0.340 0.266 0.03
H -0.14329 3.20059 1.82043 0.124 -0.165 -0.115 0.08
H 0.32736 1.90184 4.54492 0.055 -0.044 -0.137 0.08
H 1.56022 2.92491 3.79324 -0.058 0.075 -0.006 0.08
H -0.01994 3.56551 4.13775 -0.068 -0.042 -0.090 0.10
C 1.81364 2.47279 0.47736 0.562 -0.244 -0.549 -0.41
C 3.11651 2.09896 -0.21154 0.364 0.155 -0.197 -0.13
H 1.99776 3.31028 1.16408 -0.195 -0.240 0.005 0.11
H 1.07432 2.81003 -0.26573 0.265 0.079 0.509 0.03
H 3.91632 1.90882 0.51628 -0.228 -0.037 -0.200 0.09
H 3.01487 1.22072 -0.86435 0.033 0.107 0.088 0.05
H 3.45498 2.93834 -0.83018 0.005 -0.230 0.060 0.10
C 2.24397 0.49719 2.57569 0.097 -0.723 -0.383 -0.35
C 1.71816 -0.51651 3.60228 -0.009 -0.320 0.507 -0.12
H 2.57942 1.39946 3.09562 -0.049 0.001 -0.287 0.09
H 3.13399 0.10902 2.05491 -0.428 0.132 -0.068 0.09
H 2.41872 -1.35115 3.72327 -0.142 0.217 -0.055 0.08
H 1.63008 -0.04470 4.58907 -0.020 -0.152 -0.274 0.08
H 0.73748 -0.94900 3.36845 0.167 0.152 -0.094 0.05
C -3.49718 -0.54671 4.83059 0.256 0.236 0.337 -0.07
C -3.59064 -0.93370 3.34507 -0.570 0.236 0.322 -0.20
C -2.48593 -0.42080 2.54602 2.283 -0.193 -1.627 -0.13
N -1.53366 -0.19694 1.89499 -2.361 -0.683 0.873 0.11
H -2.51011 -0.78397 5.24891 -0.290 -0.022 -0.103 0.09
H -4.25594 -1.08659 5.40710 0.171 0.097 -0.229 0.10
H -3.67287 0.52845 4.96708 0.029 -0.303 -0.068 0.09
H -3.59040 -2.02068 3.20747 0.064 0.108 0.018 0.13
H -4.53988 -0.55996 2.93807 0.243 -0.066 -0.087 0.14
```
Positions in Å, forces in eV/Å.

The spin multiplicity is 5. Its expectation value of S² is 6.062. The calculation puts the HOMO energy (alpha / beta) at -19.40 / -19.87 eV. The value obtained for the LUMO energy (alpha / beta) is -12.1 / -14.6 eV. Its net charge is +4.

This record from the Open Molecules 2025 dataset describes a 2-piece molecular cluster, C4H12N2 overall. The level of theory is wB97M-V/def2-TZVPD.

Structure (XYZ):
```
18
Properties=species:S:1:pos:R:3:forces:R:3:lowdin_charge:R:1
C -0.61380 -3.27205 -0.12378 2.172 -1.684 -0.259 -0.16
C 0.52892 -2.35276 0.52140 -4.539 3.978 2.407 -0.23
N -0.07460 -0.83788 0.23665 -0.897 -3.274 2.056 -0.06
H -1.74878 -3.00730 -0.28252 2.553 0.191 0.838 0.10
H -0.14593 -3.46607 -1.11429 -0.975 -0.238 0.216 0.05
H -0.51353 -4.23653 0.46368 -0.633 0.771 -0.888 0.06
H 0.39640 -2.44606 1.74460 0.919 0.202 -3.165 0.12
H 1.58558 -2.26982 0.20348 -0.828 -1.023 -0.077 0.08
H -1.12568 -1.02460 0.15957 2.361 1.019 -0.400 0.06
H 0.34863 -0.30792 -0.49718 -0.251 -0.313 -0.622 -0.03
C -0.81603 2.95357 0.21203 -1.673 -2.560 1.114 -0.15
C 1.18141 1.85381 -0.35803 -0.778 1.312 -0.321 -0.13
N -0.05171 2.05036 -0.70828 2.056 1.687 -0.139 -0.10
H -1.74921 3.51932 -0.09809 0.878 -1.573 -0.733 0.08
H -0.29530 3.76612 0.63819 1.535 0.523 0.595 0.03
H -1.10163 2.19395 1.01981 -0.058 1.456 -0.581 0.09
H 1.98013 1.50323 -1.09864 -1.528 -0.259 1.070 0.09
H 1.57048 2.19290 0.65311 -0.314 -0.214 -1.111 0.09
```
Positions in Å, forces in eV/Å.

The calculation puts the HOMO energy at -8.54 eV. The value obtained for the LUMO energy is 1.1 eV. As for the SMILES: C=NC.CCN. Its net charge is 0.

For reference, energy relative to the best compared isomer or geometry (same formula, charge and spin) by record: 111.4, 389.0 kJ/mol.